[1]
Entry from the Open Molecules 2025 dataset: a 3-piece molecular cluster, C21H26ClF13N3O9S3 overall (the ωB97M-V functional and the def2-TZVPD basis).

```
76
Properties=species:S:1:pos:R:3
N -1.218 1.361 -4.417
C -0.057 1.258 -4.328
O 1.207 1.106 -3.993
C 1.311 0.806 -2.627
C 0.733 -0.367 -2.167
C 0.844 -0.644 -0.801
C 0.184 -1.896 -0.216
C -1.364 -1.630 -0.228
C -1.836 -0.992 1.093
F -1.674 -1.971 2.043
F -0.995 0.013 1.444
C -3.357 -0.604 1.058
F -4.006 -1.500 1.844
F -3.858 -0.810 -0.177
C -3.724 0.805 1.629
F -5.058 0.772 1.849
F -3.145 0.953 2.825
C -3.473 1.930 0.577
F -4.512 1.893 -0.266
F -2.403 1.692 -0.210
S -3.337 3.703 1.227
F -2.035 3.339 2.066
F -2.395 4.074 -0.026
F -4.586 4.175 0.344
F -4.328 3.424 2.431
F -3.184 5.202 1.731
C 1.552 0.232 -0.008
N 2.099 1.356 -0.477
C 2.811 2.336 0.386
C 2.940 1.973 1.873
N 1.636 2.226 2.549
C 1.978 1.675 -1.778
C 2.521 2.946 -2.403
C 1.272 3.818 -2.863
C 1.334 5.265 -2.347
Cl 0.508 5.453 -0.752
H 0.196 -1.045 -2.834
H 0.361 -2.739 -0.898
H 0.561 -2.128 0.787
H -1.957 -2.509 -0.503
H -1.561 -0.869 -1.003
H 1.622 -0.049 1.041
H 2.344 3.327 0.271
H 3.828 2.440 -0.023
H 3.760 2.549 2.332
H 3.213 0.922 1.975
H 1.725 3.133 2.995
H 1.529 1.504 3.254
H 3.119 3.568 -1.735
H 3.090 2.729 -3.315
H 0.372 3.366 -2.407
H 1.120 3.742 -3.948
H 0.757 5.887 -3.045
H 2.356 5.658 -2.308
C -4.991 -5.488 2.975
C -4.320 -4.683 1.882
O -3.644 -5.654 1.077
S -4.488 -7.029 1.082
O -5.284 -7.072 -0.089
O -3.616 -8.083 1.448
O -5.443 -6.681 2.328
H -4.279 -5.771 3.754
H -5.827 -4.958 3.426
H -3.615 -3.954 2.273
H -5.057 -4.176 1.255
C 6.547 -2.364 -0.733
C 5.312 -2.557 -1.586
O 4.307 -1.746 -0.950
S 5.007 -0.464 -0.289
O 4.872 0.632 -1.185
O 4.606 -0.390 1.069
O 6.516 -0.978 -0.352
H 6.505 -2.968 0.174
H 7.463 -2.589 -1.274
H 4.995 -3.595 -1.634
H 5.463 -2.176 -2.598
```

Properties
**Total charge**: +1



[2]
Entry from the Open Molecules 2025 dataset: an isolated ion of composition C21H26ClN2OS and charge +1 (the ωB97M-V functional and the def2-TZVPD basis).

```
52
Properties=species:S:1:pos:R:3
C 0.975 0.792 -3.488
N 1.655 0.260 -2.304
C 2.591 -0.837 -2.625
H 2.106 -1.530 -3.312
H 3.464 -0.409 -3.122
C 2.982 -1.553 -1.315
N 2.634 -0.670 -0.231
C 3.191 0.644 -0.433
H 3.122 1.222 0.485
C 2.351 1.316 -1.538
H 1.592 1.966 -1.103
H 2.977 1.898 -2.216
H 4.252 0.598 -0.726
C 2.607 -1.191 1.113
H 2.322 -2.243 1.051
C 1.547 -0.414 1.920
O 0.584 0.051 1.000
C -0.604 0.547 1.588
C -1.369 1.325 0.543
C -1.860 2.586 0.851
C -2.618 3.298 -0.066
C -2.906 2.752 -1.310
C -2.433 1.493 -1.617
C -1.670 0.776 -0.701
S -1.074 -0.795 -1.284
C -1.061 -2.005 0.111
C -1.866 -1.639 1.312
C -2.886 -2.491 1.721
C -3.602 -2.239 2.876
C -3.305 -1.125 3.641
C -2.305 -0.261 3.235
C -1.581 -0.506 2.076
H -2.082 0.618 3.821
H -3.854 -0.924 4.548
H -4.388 -2.913 3.178
H -3.115 -3.365 1.129
H -0.013 -2.145 0.368
H -1.449 -2.916 -0.345
H -2.660 1.046 -2.572
H -3.503 3.301 -2.020
Cl -3.202 4.865 0.345
H -1.648 3.021 1.815
H -0.346 1.216 2.422
H 1.092 -1.070 2.673
H 1.996 0.441 2.446
H 3.578 -1.136 1.625
H 2.416 -2.480 -1.205
H 4.055 -1.810 -1.340
H 0.912 -0.147 -1.666
H 0.319 1.610 -3.198
H 1.705 1.157 -4.209
H 0.372 0.012 -3.949
```

Properties
**Energy relative to the best compared isomer or geometry (same formula, charge and spin)**: 0.0 kJ/mol
**SMILES**: C[NH+]1CCN(CCO[C@@H]2c3ccccc3CSc3ccc(Cl)cc32)CC1
**Total charge**: +1



[3]
Entry from the Open Molecules 2025 dataset: one molecule with the formula C21H26ClNO (the ωB97M-V functional and the def2-TZVPD basis).

```
50
Properties=species:S:1:pos:R:3
C 1.234 3.209 -0.876
N 1.125 3.227 -2.313
C 1.523 4.497 -2.919
C 2.316 4.150 -4.184
H 3.386 4.261 -4.004
H 2.046 4.781 -5.029
C 1.976 2.682 -4.413
H 1.019 2.595 -4.931
H 2.737 2.150 -4.981
C 1.822 2.142 -2.989
C 1.028 0.829 -2.964
C 1.368 -0.138 -1.818
O 0.663 0.089 -0.612
C -0.443 -0.771 -0.342
C -0.936 -0.451 1.063
C -0.401 0.589 1.810
C -0.865 0.858 3.086
C -1.874 0.079 3.621
C -2.415 -0.972 2.897
C -1.940 -1.232 1.627
H -2.351 -2.064 1.073
H -3.196 -1.580 3.326
Cl -2.463 0.411 5.213
H -0.443 1.668 3.660
H 0.388 1.190 1.390
C 0.023 -2.223 -0.308
C -0.644 -3.264 -0.937
C -0.176 -4.563 -0.827
C 0.964 -4.837 -0.094
C 1.638 -3.803 0.535
C 1.167 -2.509 0.432
H 1.684 -1.697 0.923
H 2.529 -4.006 1.111
H 1.326 -5.852 -0.010
H -0.706 -5.365 -1.320
H -1.534 -3.077 -1.518
C -1.586 -0.509 -1.335
H -2.491 -1.024 -1.025
H -1.312 -0.834 -2.336
H -1.788 0.559 -1.349
H 2.431 -0.039 -1.568
H 1.201 -1.170 -2.151
H -0.030 1.084 -2.937
H 1.230 0.301 -3.898
H 2.826 1.971 -2.552
H 0.618 5.065 -3.157
H 2.128 5.100 -2.229
H 0.903 2.241 -0.516
H 0.589 3.983 -0.462
H 2.266 3.387 -0.526
```

Properties
**Energy relative to the best compared isomer or geometry (same formula, charge and spin)**: 64.4 kJ/mol
**SMILES**: CN1CCC[C@@H]1CCO[C@@](C)(c1ccccc1)c1ccc(Cl)cc1



[4]
Entry from the Open Molecules 2025 dataset: one molecule with the formula C21H26F2N2O (the ωB97M-V functional and the def2-TZVPD basis).

```
52
Properties=species:S:1:pos:R:3
O 1.247 -0.354 -3.695
C 0.395 -0.003 -2.629
H -0.518 0.469 -3.016
C 1.088 0.920 -1.621
H 2.120 0.582 -1.509
H 1.120 1.939 -2.018
C 0.406 0.967 -0.250
N 0.281 -0.343 0.379
C -0.351 -0.200 1.676
C -1.746 0.393 1.518
N -1.613 1.703 0.916
C -1.000 1.565 -0.389
H -0.925 2.553 -0.846
H -1.595 0.910 -1.045
C -2.830 2.497 0.915
C -3.945 1.926 0.071
C -4.073 2.280 -1.268
C -5.047 1.701 -2.070
C -5.911 0.753 -1.555
C -5.797 0.397 -0.223
C -4.828 0.977 0.576
H -4.754 0.699 1.616
H -6.470 -0.336 0.192
H -6.657 0.316 -2.199
F -5.152 2.065 -3.361
F -3.256 3.212 -1.799
H -2.566 3.494 0.551
H -3.166 2.582 1.952
H -2.210 0.499 2.502
H -2.358 -0.288 0.902
H -0.425 -1.188 2.137
H 0.225 0.462 2.345
C 1.479 -1.157 0.427
H 1.199 -2.106 0.895
C 2.685 -0.570 1.197
C 3.817 -1.550 1.170
C 4.676 -1.608 0.079
C 5.698 -2.539 0.032
C 5.875 -3.429 1.078
C 5.024 -3.383 2.168
C 4.001 -2.452 2.211
H 3.340 -2.419 3.066
H 5.156 -4.074 2.988
H 6.674 -4.155 1.044
H 6.359 -2.570 -0.822
H 4.544 -0.915 -0.740
H 2.991 0.368 0.730
H 2.392 -0.366 2.228
H 1.790 -1.383 -0.594
H 0.987 1.653 0.399
H 0.122 -0.943 -2.147
H 1.502 0.448 -4.165
```

Properties
**Energy relative to the best compared isomer or geometry (same formula, charge and spin)**: 6.7 kJ/mol
**SMILES**: OCC[C@H]1CN(Cc2cccc(F)c2F)CCN1CCc1ccccc1



[5]
Entry from the Open Molecules 2025 dataset: a 6-piece molecular cluster, C21H26F5NO19 overall (the ωB97M-V functional and the def2-TZVPD basis).

```
72
Properties=species:S:1:pos:R:3
N 2.391 -0.578 2.418
C 1.042 0.066 2.456
C 0.155 -0.204 1.135
O -1.145 -0.798 1.401
C -2.049 0.124 1.968
O -1.952 0.630 3.107
O -3.226 0.499 1.219
C -4.237 -0.456 1.639
C -5.676 0.428 1.939
C -6.599 -0.193 3.196
O -6.957 -0.306 1.637
H 3.014 0.092 2.922
H 2.295 -1.437 2.979
H 0.468 -0.334 3.376
H 1.071 1.205 2.603
H 0.127 0.748 0.510
H 0.751 -0.971 0.511
H -4.550 -1.210 0.849
H -3.977 -0.905 2.650
H -5.634 1.616 1.821
H -7.632 0.228 3.405
H -6.434 -1.299 3.415
C 6.745 2.686 2.852
C 5.284 2.382 2.740
O 5.142 1.196 3.498
C 6.119 1.255 4.448
O 6.143 0.570 5.428
O 7.058 2.194 4.148
F 4.938 2.117 1.457
H 7.344 2.157 2.107
H 6.954 3.753 2.775
H 4.630 3.158 3.146
C -7.515 -1.609 -2.220
C -8.079 -0.391 -1.561
O -9.396 -0.326 -2.074
C -9.746 -1.616 -2.337
O -10.868 -1.982 -2.527
O -8.660 -2.441 -2.351
F -7.411 0.724 -1.947
H -7.103 -1.400 -3.211
H -6.747 -2.091 -1.614
H -8.112 -0.444 -0.469
C -1.800 -3.968 2.073
C -2.419 -5.209 2.633
O -3.548 -4.720 3.329
C -3.918 -3.586 2.673
O -4.983 -3.050 2.808
O -2.932 -3.141 1.839
F -1.591 -5.808 3.520
H -1.130 -3.474 2.781
H -1.254 -4.156 1.147
H -2.739 -5.933 1.877
C 5.346 4.443 -2.910
C 5.495 2.955 -2.882
O 6.474 2.747 -1.885
C 6.338 3.789 -1.019
O 6.805 3.813 0.081
O 5.596 4.797 -1.556
F 5.974 2.491 -4.062
H 6.084 4.929 -3.555
H 4.349 4.757 -3.221
H 4.580 2.417 -2.618
C 4.734 0.421 -6.625
C 4.178 -0.954 -6.434
O 3.653 -0.910 -5.122
C 3.295 0.388 -4.918
O 2.577 0.757 -4.035
O 3.851 1.217 -5.846
F 5.159 -1.886 -6.475
H 5.751 0.522 -6.237
H 4.725 0.733 -7.670
H 3.384 -1.221 -7.138
```

Properties
**Energy relative to the best compared isomer or geometry (same formula, charge and spin)**: 202.8 kJ/mol
**SMILES**: NCCOC(=O)OC[C@@H]1CO1.O=C1OC[C@@H](F)O1.O=C1OC[C@@H](F)O1.O=C1OC[C@@H](F)O1.O=C1OC[C@@H](F)O1.O=C1OC[C@@H](F)O1



[6]
Entry from the Open Molecules 2025 dataset: an isolated ion of composition C21H26FN4O3S2 and charge +1 (the ωB97M-V functional and the def2-TZVPD basis).

```
57
Properties=species:S:1:pos:R:3
C -0.893 3.693 -3.262
N 0.250 3.427 -4.093
S 0.035 2.269 -5.276
O 1.223 2.224 -6.063
O -1.236 2.498 -5.883
C -0.061 0.765 -4.288
C 1.110 0.121 -3.932
C 1.068 -0.904 -3.005
C -0.155 -1.268 -2.439
C -1.338 -0.665 -2.861
C -1.284 0.370 -3.779
H -2.176 0.869 -4.121
H -2.284 -0.994 -2.459
C -0.188 -2.372 -1.446
O -0.504 -3.502 -1.699
N 0.214 -2.056 -0.132
C 0.347 -0.814 0.410
N 0.468 -0.645 1.699
C 0.631 0.678 2.037
C 0.828 1.188 3.317
C 0.968 2.549 3.485
C 0.910 3.396 2.380
C 0.729 2.927 1.093
C 0.595 1.559 0.941
S 0.378 0.662 -0.540
H 0.701 3.603 0.255
F 1.043 4.710 2.573
H 1.128 2.976 4.461
H 0.899 0.530 4.167
C 0.384 -3.201 0.756
H 1.196 -2.967 1.446
H 0.693 -4.032 0.119
C -0.910 -3.573 1.504
H -1.242 -4.560 1.184
C -0.720 -3.595 3.014
N -0.541 -2.232 3.573
C 0.260 -2.272 4.804
H -0.182 -2.966 5.518
H 1.276 -2.592 4.582
H 0.296 -1.287 5.263
C -1.834 -1.580 3.823
H -1.678 -0.540 4.102
H -2.366 -2.087 4.627
H -2.449 -1.606 2.926
H -0.028 -1.612 2.807
H -1.579 -4.063 3.500
H 0.165 -4.188 3.250
H -1.700 -2.874 1.228
H 1.972 -1.417 -2.712
H 2.035 0.427 -4.394
C 1.530 3.424 -3.438
H 1.731 4.415 -3.030
H 2.279 3.191 -4.189
H 1.577 2.684 -2.625
H -1.774 3.637 -3.894
H -0.982 2.971 -2.437
H -0.815 4.699 -2.848
```

Properties
**SMILES**: CN(C)S(=O)(=O)c1ccc(C(=O)N(CCC[NH+](C)C)c2nc3ccc(F)cc3s2)cc1
**Total charge**: +1



[7]
Entry from the Open Molecules 2025 dataset: C21H26N2O3 as an isolated structure (the ωB97M-V functional and the def2-TZVPD basis).

```
52
Properties=species:S:1:pos:R:3
C 3.028 3.711 0.011
C 2.663 2.278 -0.302
O 1.827 2.071 -1.139
N 3.187 1.357 0.487
C 2.963 -0.188 0.289
C 1.610 -0.634 0.702
C 1.398 -2.052 0.651
C 2.558 -2.707 0.067
C 3.791 -2.162 -0.043
C 4.079 -0.867 0.148
C 5.340 -0.017 -0.024
H 5.665 0.320 0.783
H 6.129 -1.157 -0.474
H 5.384 0.653 -0.764
H 4.673 -2.847 -0.294
H 2.368 -3.823 0.194
C 0.161 -2.709 0.648
N -0.794 -2.057 -0.338
C -1.864 -2.409 -0.741
O -2.449 -3.463 -0.029
C -2.790 -1.731 -1.833
O -2.478 -0.282 -1.681
C -2.621 0.565 -0.712
C -3.273 0.080 0.586
C -3.422 1.086 1.220
C -2.943 2.258 1.301
C -2.426 2.473 0.131
C -2.180 1.948 -0.953
C -1.622 2.205 -2.067
H -1.702 3.257 -2.284
H -0.453 2.213 -2.142
H -1.923 1.635 -3.154
H -2.102 3.729 0.046
H -3.204 2.810 2.096
C -4.110 0.377 2.727
H -3.875 -0.420 2.908
H -3.665 0.989 3.414
H -5.154 0.637 2.937
H -3.529 -0.955 0.556
H -2.635 -2.032 -2.627
H -3.738 -1.914 -1.393
H -0.600 -1.095 -0.662
H 0.083 -3.673 0.486
H -0.358 -2.511 1.616
C 0.439 0.416 0.996
H -0.098 -0.255 1.549
H 0.205 0.765 0.251
H 1.048 0.971 1.788
H 3.969 1.795 0.924
H 2.723 4.055 1.020
H 4.054 3.856 -0.389
H 2.415 4.424 -0.748
```

Properties
**Energy relative to the best compared isomer or geometry (same formula, charge and spin)**: 2137.3 kJ/mol



[8]
Entry from the Open Molecules 2025 dataset: one molecule with the formula C21H26N2O6S (the ωB97M-V functional and the def2-TZVPD basis).

```
56
Properties=species:S:1:pos:R:3
C 1.412 -6.043 -0.914
C 1.737 -4.582 -0.872
C 2.641 -4.096 0.069
C 2.921 -2.744 0.144
C 2.292 -1.877 -0.727
C 1.402 -2.335 -1.676
C 1.130 -3.690 -1.749
H 0.434 -4.058 -2.489
H 0.943 -1.626 -2.348
S 2.533 -0.118 -0.548
O 3.741 0.132 0.181
O 2.321 0.530 -1.808
N 1.277 0.387 0.427
H 0.385 0.261 -0.029
C 1.276 -0.072 1.796
C 0.673 -1.442 1.919
C 0.841 -2.428 2.845
C -0.001 -3.493 2.443
C -0.614 -3.074 1.307
O -0.213 -1.835 0.980
H -1.329 -3.541 0.659
H -0.130 -4.433 2.939
H 1.480 -2.398 3.703
H 2.326 -0.105 2.104
C 0.520 0.937 2.690
C -0.890 1.136 2.153
O -1.788 0.393 2.513
N -1.107 2.129 1.261
C -0.170 3.108 0.755
H 0.841 2.887 1.090
C -0.159 3.147 -0.775
H 0.450 3.989 -1.105
H 0.272 2.238 -1.192
C -1.569 3.323 -1.341
C -2.502 2.254 -0.742
C -2.457 2.343 0.779
H -3.098 1.586 1.234
H -2.791 3.341 1.087
H -2.166 1.275 -1.084
H -3.523 2.414 -1.091
O -2.040 4.627 -1.048
C -2.876 5.036 -2.106
H -2.640 6.077 -2.338
C -2.537 4.074 -3.265
H -3.412 3.483 -3.564
O -1.525 3.240 -2.749
H -2.135 4.588 -4.140
H -3.931 4.962 -1.817
H -0.473 4.096 1.124
H 0.424 0.503 3.686
H 1.080 1.866 2.759
H 3.621 -2.347 0.862
H 3.122 -4.783 0.749
H 0.754 -6.296 -0.082
H 2.316 -6.641 -0.818
H 0.910 -6.306 -1.841
```

Properties
**Energy relative to the best compared isomer or geometry (same formula, charge and spin)**: 129.2 kJ/mol
**SMILES**: Cc1ccc(S(=O)(=O)N[C@@H](CC(=O)N2CCC3(CC2)OCCO3)c2ccco2)cc1



HOMO energy list, top to bottom, in eV: -12.742, -11.128, -8.264, -8.385, -9.669, -11.727, -7.802, -8.492
Maximum force list, top to bottom, in eV/Å: 2.49, 0.74, 0.54, 0.51, 5.23, 1.11, 19.30, 1.04
Kohn-Sham gap list, top to bottom, in eV: 8.8, 9.0, 9.0, 9.2, 9.9, 9.1, 8.2, 9.2